7 unconnected molecules or ions with the total composition C33H63IO16 at a distorted geometry. Source: the Open Molecules 2025 dataset; level of theory: the ωB97M-V functional and the def2-TZVPD basis.

Structure (XYZ):
```
113
Properties=species:S:1:pos:R:3:mulliken_charge:R:1
C 4.840 2.507 -2.738 -0.801
C 4.585 3.762 -3.592 -0.324
O 3.253 4.242 -3.545 -0.419
C 2.372 3.621 -4.466 -0.446
C 0.995 3.291 -3.877 -1.308
C 0.969 2.450 -2.591 1.261
C 1.497 1.042 -2.854 -0.834
C 0.498 0.159 -3.616 -1.499
O 1.617 3.164 -1.504 -0.272
C 0.762 4.158 -1.187 0.393
O 1.007 5.167 -0.608 -0.538
O -0.505 3.837 -1.614 -0.372
C -0.446 2.459 -1.981 -0.455
I -0.456 1.408 -0.060 0.054
H 3.953 2.223 -2.176 0.121
H 5.622 2.716 -2.004 0.347
H 5.189 1.664 -3.337 0.258
H 5.212 4.574 -3.216 0.444
H 4.888 3.592 -4.633 0.265
H 2.184 4.343 -5.269 0.274
H 2.804 2.739 -4.937 0.444
H 0.491 2.690 -4.642 0.229
H 0.408 4.207 -3.789 0.606
H 2.426 1.110 -3.424 0.232
H 1.761 0.554 -1.913 0.568
H -0.066 -0.462 -2.915 0.165
H 1.011 -0.510 -4.306 0.420
H -0.224 0.735 -4.200 0.421
H -1.271 2.094 -2.579 0.829
C -2.406 4.706 1.730 0.017
C -3.805 4.260 2.091 -0.714
O -3.804 2.981 2.735 -0.376
C -3.626 2.838 4.063 0.806
C -3.094 4.004 4.862 -0.784
O -3.832 1.762 4.557 -0.598
H -1.793 4.847 2.621 -0.236
H -2.430 5.649 1.182 0.435
H -1.916 3.956 1.110 0.055
H -4.322 5.000 2.704 0.408
H -4.406 4.119 1.193 0.335
H -2.006 4.010 4.804 0.126
H -3.389 3.862 5.899 0.326
H -3.469 4.971 4.535 0.271
C -1.619 -3.342 1.325 -0.431
C -0.764 -4.094 0.328 -0.210
O -0.042 -3.196 -0.534 -0.403
C 1.163 -2.710 -0.201 0.808
C 1.650 -2.858 1.222 -0.834
O 1.794 -2.099 -1.025 -0.596
H -1.011 -2.748 2.006 0.224
H -2.202 -4.049 1.914 -0.256
H -2.296 -2.661 0.807 0.366
H -0.094 -4.793 0.819 0.299
H -1.401 -4.676 -0.338 0.333
H 1.248 -2.038 1.817 0.205
H 2.734 -2.782 1.213 0.338
H 1.383 -3.805 1.688 0.244
C 3.796 6.953 4.397 -0.953
C 3.333 5.567 4.000 -0.348
O 2.002 5.295 4.449 -0.392
C 0.911 5.612 3.724 0.759
C 1.052 6.559 2.557 -0.831
O -0.153 5.177 4.077 -0.604
H 3.194 7.728 3.922 0.270
H 4.836 7.102 4.106 0.357
H 3.712 7.083 5.476 0.288
H 3.420 5.397 2.927 0.300
H 3.949 4.814 4.490 0.315
H 0.983 7.584 2.921 0.314
H 0.227 6.372 1.874 0.107
H 1.971 6.434 1.991 0.318
C -0.205 1.221 -9.937 -0.975
C 0.144 2.609 -9.444 -0.413
O 0.951 2.574 -8.262 -0.366
C 2.296 2.503 -8.293 0.849
C 2.989 2.146 -9.586 -1.207
O 2.897 2.663 -7.266 -0.521
H 0.683 0.666 -10.240 0.274
H -0.879 1.282 -10.791 0.368
H -0.694 0.654 -9.145 0.287
H 0.621 3.212 -10.218 0.356
H -0.759 3.138 -9.146 0.324
H 3.021 1.060 -9.677 0.294
H 4.007 2.521 -9.535 0.323
H 2.518 2.566 -10.471 0.359
C -5.515 -6.040 6.021 -0.991
C -4.755 -5.031 5.187 -0.385
O -3.741 -5.651 4.386 -0.363
C -3.974 -6.139 3.157 0.868
C -5.397 -6.341 2.696 -1.231
O -3.031 -6.457 2.482 -0.531
H -6.066 -6.745 5.398 0.270
H -6.226 -5.531 6.673 0.371
H -4.825 -6.614 6.639 0.293
H -5.417 -4.426 4.568 0.338
H -4.213 -4.343 5.833 0.323
H -5.744 -7.314 3.044 0.302
H -5.402 -6.338 1.609 0.309
H -6.084 -5.571 3.038 0.397
C 1.612 -9.628 4.551 -0.977
C 0.696 -8.507 4.997 -0.320
O 0.913 -7.306 4.253 -0.422
C 0.281 -7.043 3.090 0.717
C -0.440 -8.156 2.373 -1.037
O 0.374 -5.936 2.634 -0.499
H 1.417 -9.918 3.519 0.276
H 1.474 -10.504 5.186 0.363
H 2.652 -9.310 4.615 0.288
H -0.355 -8.798 4.961 0.277
H 0.913 -8.236 6.029 0.340
H 0.275 -8.701 1.756 0.350
H -1.193 -7.709 1.734 0.241
H -0.946 -8.849 3.039 0.358
```

* HOMO level: -9.01 eV
* SMILES string: CCOCC[C@@]1(CC)OC(=O)O[C@@H]1I.CCOC(C)=O.CCOC(C)=O.CCOC(C)=O.CCOC(C)=O.CCOC(C)=O.CCOC(C)=O
* energy: -76103.3913 eV